Record 1
# C5H14O

A cluster of 2 separate species, C5H14O in total (ωB97M-V with the def2-TZVPD basis set, the Open Molecules 2025 dataset).

The geometry in XYZ format:
```
20
Properties=species:S:1:pos:R:3
O -4.48402 2.45346 -1.11087
C -0.45986 0.12993 -1.51029
C -1.22325 1.43721 -1.74312
C -1.34920 -1.12308 -1.80092
C 0.71787 -0.04068 -2.38154
C 0.00000 0.00000 0.00000
H -0.50976 2.27811 -1.76371
H -3.79973 3.15831 -1.16730
H -0.84935 -2.00933 -1.37510
H 1.17481 -1.01880 -2.15549
H -0.91834 -0.08408 0.60513
H 0.46893 -0.00846 -3.45559
H 0.65897 -0.85119 0.24050
H -2.33204 -1.00572 -1.31425
H -1.50853 -1.29309 -2.87903
H 1.45618 0.75037 -2.16764
H -4.55680 2.10442 -2.02800
H 0.51789 0.93437 0.27450
H -1.70082 1.35668 -2.73410
H -2.00259 1.65534 -0.99369
```

As for the SMILES: CC(C)(C)C.O. As for the spin multiplicity: 1. For the frontier orbital gap, the calculation gives 11.5989 eV.


Record 2
# C5H14O

A cluster of 2 separate species, C5H14O in total (ωB97M-V with the def2-TZVPD basis set, the Open Molecules 2025 dataset).

The geometry in XYZ format:
```
20
Properties=species:S:1:pos:R:3
O -0.62220 -0.37384 2.02922
C -0.31727 2.50502 -2.27848
C -0.54087 -2.23260 0.61912
C -0.83928 1.32805 -1.45025
C 0.29954 -0.99583 1.09360
C 1.62650 -1.16354 1.81374
H 2.37423 -0.55005 1.29774
H -0.09312 1.11366 -0.68891
H -0.89322 3.43095 -2.17281
H -0.94679 -2.64819 1.54375
H 0.08841 -2.94915 0.07512
H -0.94698 0.48671 -2.13345
H -0.49224 0.56809 1.93261
H 0.38947 -0.41745 0.18452
H -1.18088 -1.81997 -0.16502
H 1.97732 -2.20556 1.76198
H -0.30407 2.34111 -3.34745
H 0.65456 2.94157 -1.96541
H 1.56686 -0.97097 2.87774
H -1.79999 1.61201 -1.02736
```

As for the SMILES: CC(C)O.CC. As for the spin multiplicity: 1. For the frontier orbital gap, the calculation gives 11.1193 eV.


Record 3
# C5H14O

A structure of composition C5H14O (ωB97M-V with the def2-TZVPD basis set, the Open Molecules 2025 dataset).

The geometry in XYZ format:
```
20
Properties=species:S:1:pos:R:3
O 1.66329 0.69798 -0.60087
C -0.83940 -0.06926 -0.00580
C -1.88187 0.03789 1.07094
C 2.76356 0.28699 0.14140
C -1.21254 0.51928 -1.32772
C -0.16904 -1.40680 -0.04328
H 2.54931 0.25225 1.22522
H 0.43657 -1.56142 0.85060
H 0.02968 1.33431 0.69032
H 3.60348 0.98810 0.02309
H -2.67027 -0.69387 0.84101
H -0.94442 -2.18331 -0.08971
H 0.89741 1.28583 0.14370
H -0.37928 0.49583 -2.02390
H -1.47773 -0.21910 2.04822
H -2.03156 -0.08684 -1.74022
H -1.57141 1.54033 -1.21864
H 3.09950 -0.71126 -0.18058
H -2.32782 1.02747 1.11347
H 0.46252 -1.53439 -0.91726
```

As for the spin multiplicity: 1. For the frontier orbital gap, the calculation gives 8.5439 eV.


Record 4
# C5H14O

A cluster of 2 separate species, C5H14O in total (ωB97M-V with the def2-TZVPD basis set, the Open Molecules 2025 dataset).

The geometry in XYZ format:
```
20
Properties=species:S:1:pos:R:3
O 2.79307 -1.03536 1.53944
C 1.74551 -1.01540 -0.55348
C 1.73739 -0.37043 0.82710
C -2.02844 0.78549 -1.68359
C -2.03866 1.42952 -0.29816
C 0.38366 -0.55674 1.47069
H -1.73017 1.52670 -2.42369
H -1.51302 0.79140 0.39135
H 1.82162 -2.07162 -0.56028
H 0.11920 -1.56980 1.77701
H 2.56858 -0.64791 -1.17879
H -1.55177 2.41165 -0.30754
H -3.00055 0.51536 -2.10884
H 0.88130 -0.76960 -1.18442
H 0.21102 0.10193 2.31016
H -3.06431 1.68688 -0.05143
H -0.44340 -0.41674 0.78352
H 2.02009 0.67552 0.69050
H -1.37579 -0.07085 -1.80008
H 2.46468 -1.40001 2.36050
```

As for the SMILES: CC(C)O.CC. As for the spin multiplicity: 1. For the frontier orbital gap, the calculation gives 11.2641 eV.


Record 5
# C5H14O

A cluster of 2 separate species, C5H14O in total (ωB97M-V with the def2-TZVPD basis set, the Open Molecules 2025 dataset).

The geometry in XYZ format:
```
20
Properties=species:S:1:pos:R:3
O -4.66406 -0.66471 0.66725
C -1.34522 -0.40876 -1.13502
C 2.59978 -0.01896 1.17427
C 0.55509 0.90782 -0.06085
C 0.13644 -0.40751 -0.81438
C 2.09133 1.02717 0.18467
H 2.52446 0.93251 -0.82967
H -1.58736 -1.36795 -1.62278
H 0.25320 1.76448 -0.69366
H -1.57946 0.41087 -1.83499
H 0.06000 1.02471 0.92235
H 3.47632 0.34503 1.73622
H 1.82019 -0.31943 1.89439
H -4.79960 -1.61831 0.86857
H 0.23105 -1.11601 0.03092
H -3.77446 -0.62357 0.24871
H -1.98018 -0.29914 -0.23980
H 2.89959 -0.90526 0.59016
H 2.24571 2.07064 0.52051
H 0.83717 -0.73361 -1.60690
```

As for the SMILES: CCCCC.O. As for the spin multiplicity: 1. For the frontier orbital gap, the calculation gives 11.7314 eV.


no.,E_tot (eV),largest force on an atom (eV/A)
1,-7459.5685,2.59
2,-7458.5360,2.23
3,-7455.5066,3.92
4,-7458.7170,2.07
5,-7459.2261,3.04